No. 1
# C3H9N4

An isolated ion of composition C3H9N4 and charge +1 at a distorted geometry (ωB97M-V/def2-TZVPD, the Open Molecules 2025 dataset).

Output
- gap between HOMO and LUMO (eV) = 8.11
- E_LUMO (eV) = -4.3
- ΔE to the lowest compared entry with this formula, charge and spin (kcal per mole) = 123.5

The geometry in ORCA input format:
```
! wB97M-V def2-TZVPD RIJCOSX def2/J DEFGRID3
* xyz 1 1
C -0.234 -0.900 -0.694
C 1.132 -1.114 -0.136
C -2.034 -0.279 0.684
N 1.596 1.153 0.146
N -1.128 0.149 -0.081
N -0.860 1.428 -0.382
N 1.872 -0.150 0.319
H -0.203 -0.602 -1.746
H -0.785 -1.811 -0.816
H -2.264 -1.317 0.710
H 1.513 -2.177 -0.232
H -2.752 0.433 1.211
H 2.167 1.915 0.408
H -1.432 2.115 0.057
H 0.618 1.517 -0.236
H 2.792 -0.359 0.788
*
```

No. 2
# C3H9N4

A 2-piece molecular cluster, C3H9N4 overall at a distorted geometry (ωB97M-V/def2-TZVPD, the Open Molecules 2025 dataset).

Output
- gap between HOMO and LUMO (alpha / beta) (eV) = 7.45 / 7.45
- E_LUMO (alpha / beta) (eV) = -5.8 / -5.8
- ΔE to the lowest compared entry with this formula, charge and spin (kcal per mole) = 98.2

The geometry in ORCA input format:
```
! wB97M-V def2-TZVPD RIJCOSX def2/J DEFGRID3
* xyz 1 1
C -0.683 -2.042 0.759
C 0.545 -2.396 0.255
C -0.937 -0.650 0.314
N 0.311 -0.248 -0.394
N -1.469 0.433 1.045
N 0.864 2.196 0.172
N 1.018 -1.312 -0.424
H -1.265 -2.677 1.333
H 0.922 -3.415 0.332
H -1.526 -0.755 -0.712
H -1.236 0.471 2.079
H -1.241 1.219 0.600
H -0.016 2.758 0.057
H 1.660 2.754 0.108
H 1.753 -1.467 -1.142
H 0.941 1.668 0.995
*
```

No. 3
# C3H9N4

A 2-piece molecular cluster, C3H9N4 overall at a distorted geometry (ωB97M-V/def2-TZVPD, the Open Molecules 2025 dataset).

Output
- gap between HOMO and LUMO (alpha / beta) (eV) = 7.60 / 7.61
- E_LUMO (alpha / beta) (eV) = -5.0 / -5.0
- ΔE to the lowest compared entry with this formula, charge and spin (kcal per mole) = 126.6

The geometry in ORCA input format:
```
! wB97M-V def2-TZVPD RIJCOSX def2/J DEFGRID3
* xyz 1 1
C 0.401 1.050 -0.864
C 0.460 -0.449 0.944
C 1.412 2.066 -0.433
N 0.961 -1.940 2.727
N 0.773 -1.247 1.785
N 0.080 -0.087 -0.239
N -2.251 -1.271 -0.941
H -0.073 1.462 -1.685
H -1.798 -2.146 -1.458
H 0.999 2.749 0.408
H 1.453 2.794 -1.207
H 2.419 1.727 -0.205
H 1.804 -1.859 3.250
H -2.913 -0.745 -1.556
H -0.942 -0.399 -0.376
H -2.785 -1.706 -0.149
*
```

No. 4
# C3H9N4

An isolated ion of composition C3H9N4 and charge +1 at a distorted geometry (ωB97M-V/def2-TZVPD, the Open Molecules 2025 dataset).

Output
- gap between HOMO and LUMO (alpha / beta) (eV) = 7.50 / 7.50
- structure (SMILES) = [H]/N=N/C(=[NH2+])CNC
- E_LUMO (alpha / beta) (eV) = -5.4 / -5.4
- ΔE to the lowest compared entry with this formula, charge and spin (kcal per mole) = 110.1

The geometry in ORCA input format:
```
! wB97M-V def2-TZVPD RIJCOSX def2/J DEFGRID3
* xyz 1 1
H -1.746 2.850 -0.139
N -1.900 2.077 0.524
N -1.660 0.952 0.023
C -1.427 -0.277 0.076
N -2.238 -1.247 -0.200
C 0.064 -0.722 0.485
N 1.038 0.159 0.537
C 2.134 0.464 -0.341
H -2.307 -2.199 0.146
H -3.198 -1.067 -0.585
H -0.080 -1.085 1.543
H 0.201 -1.382 -0.375
H 0.886 0.797 1.273
H 2.767 1.242 0.065
H 2.625 -0.589 -0.660
H 1.727 0.808 -1.301
*
```

No. 5
# C3H9N4

A 2-piece molecular cluster, C3H9N4 overall at a distorted geometry (ωB97M-V/def2-TZVPD, the Open Molecules 2025 dataset).

Output
- gap between HOMO and LUMO (eV) = 8.78
- E_LUMO (eV) = -4.3
- ΔE to the lowest compared entry with this formula, charge and spin (kcal per mole) = 94.6

The geometry in ORCA input format:
```
! wB97M-V def2-TZVPD RIJCOSX def2/J DEFGRID3
* xyz 1 1
C 1.830 0.042 -0.070
C -0.265 0.777 0.472
C -0.363 -0.630 -0.108
N 1.256 0.973 0.608
N 0.983 -0.943 -0.340
N -0.808 1.687 -0.386
N -1.019 -1.754 0.514
H 2.863 0.095 -0.186
H -0.693 0.716 1.511
H -1.276 -0.355 -1.721
H 1.778 1.725 1.076
H 1.070 -1.913 -0.781
H -1.520 2.351 -0.056
H -0.935 1.282 -1.397
H -1.004 -2.491 -0.113
H -1.898 -1.563 0.976
*
```

No. 6
# C3H9N5

C3H9N5 as an isolated structure at a distorted geometry (ωB97M-V/def2-TZVPD, the Open Molecules 2025 dataset).

Output
- gap between HOMO and LUMO (eV) = 10.14
- E_LUMO (eV) = 1.0
- ΔE to the lowest compared entry with this formula, charge and spin (kcal per mole) = 158.0

The geometry in ORCA input format:
```
! wB97M-V def2-TZVPD RIJCOSX def2/J DEFGRID3
* xyz 0 1
C -2.449 -0.961 -0.557
C -1.287 -0.064 -0.004
C 0.732 -0.639 0.800
H -3.484 -0.330 -0.632
H -2.064 -1.503 -1.719
H -2.821 -1.859 0.213
H -0.498 2.798 0.611
H 0.096 1.272 1.002
H 1.358 -1.317 1.255
H 0.708 0.316 -1.057
H 3.083 0.537 -0.095
H 3.312 -0.532 -1.282
N -1.104 1.084 -0.459
N 0.065 1.786 0.109
N -0.491 -0.524 1.235
N 1.334 -0.365 -0.409
N 2.815 -0.467 -0.438
*
```

No. 7
# C3H9N5

C3H9N5 as an isolated structure at a distorted geometry (ωB97M-V/def2-TZVPD, the Open Molecules 2025 dataset).

Output
- gap between HOMO and LUMO (eV) = 9.03
- E_LUMO (eV) = 0.5
- ΔE to the lowest compared entry with this formula, charge and spin (kcal per mole) = 152.5

The geometry in ORCA input format:
```
! wB97M-V def2-TZVPD RIJCOSX def2/J DEFGRID3
* xyz 0 1
C -0.605 1.557 0.343
C 2.319 -0.209 -0.115
C -0.886 -0.736 -0.102
H 0.245 2.490 0.071
H -1.266 2.074 -0.491
H -1.004 1.519 1.319
H 0.844 0.474 -1.933
H 3.211 -0.590 -0.737
H 1.303 -0.542 1.747
H -2.965 -0.119 -0.365
H -2.542 -1.702 0.966
H 0.550 -1.750 -0.831
N -0.036 0.360 -0.163
N 1.120 0.307 -0.869
N 2.233 -0.679 1.182
N -2.139 -0.545 0.410
N -0.383 -1.909 -0.434
*
```

No. 8
# C3H9N5

C3H9N5 as an isolated structure at a distorted geometry (ωB97M-V/def2-TZVPD, the Open Molecules 2025 dataset).

Output
- gap between HOMO and LUMO (eV) = 8.67
- E_LUMO (eV) = 1.0
- ΔE to the lowest compared entry with this formula, charge and spin (kcal per mole) = 126.5

The geometry in ORCA input format:
```
! wB97M-V def2-TZVPD RIJCOSX def2/J DEFGRID3
* xyz 0 1
C 0.626 -1.778 -0.098
C 2.155 1.246 -0.379
C -2.320 0.360 -0.006
N 1.619 -0.993 0.010
N -0.688 -1.413 0.112
N -0.145 0.786 0.713
N 1.566 0.237 0.459
N -0.905 0.029 -0.156
H 0.822 -2.819 -0.304
H 1.580 1.410 -1.295
H 2.207 2.172 0.188
H 3.162 0.921 -0.644
H -2.909 -0.540 0.166
H -2.477 1.046 0.829
H -2.659 0.844 -0.923
H -1.373 -1.990 -0.358
H -0.261 0.484 1.687
*
```

No. 9
# C3H9NO

A 2-piece molecular cluster, C3H9NO overall at a distorted geometry (ωB97M-V/def2-TZVPD, the Open Molecules 2025 dataset).

Output
- gap between HOMO and LUMO (eV) = 8.57
- structure (SMILES) = C/C=C/N.O
- E_LUMO (eV) = 0.9
- ΔE to the lowest compared entry with this formula, charge and spin (kcal per mole) = 36.3

The geometry in ORCA input format:
```
! wB97M-V def2-TZVPD RIJCOSX def2/J DEFGRID3
* xyz 0 1
C 0.543 1.444 0.807
C 0.657 -0.034 0.735
C -0.246 -0.966 0.395
N -0.048 -2.323 0.229
H -0.217 1.962 0.250
H 0.566 1.755 1.863
H 1.495 1.734 0.323
H 1.642 -0.453 1.015
H -1.341 -0.622 0.396
H -0.920 -2.867 0.271
H 0.858 -2.752 0.438
O -0.630 1.204 -2.327
H -0.881 0.282 -2.219
H -1.477 1.638 -2.175
*
```

No. 10
# C3H9NO

A 3-piece molecular cluster, C3H9NO overall at a distorted geometry (ωB97M-V/def2-TZVPD, the Open Molecules 2025 dataset).

Output
- gap between HOMO and LUMO (alpha / beta) (eV) = 9.47 / 7.22
- E_LUMO (alpha / beta) (eV) = 0.4 / -0.1
- ΔE to the lowest compared entry with this formula, charge and spin (kcal per mole) = 155.7

The geometry in ORCA input format:
```
! wB97M-V def2-TZVPD RIJCOSX def2/J DEFGRID3
* xyz 0 1
C -0.802 -0.526 0.005
C 1.136 -0.338 0.714
C 1.995 0.453 -0.220
N -2.631 0.232 -0.444
O -0.746 0.682 0.414
H -2.827 0.794 -1.272
H -3.421 0.313 0.196
H -1.166 -1.336 0.643
H -0.540 -0.807 -1.019
H 1.219 -1.422 0.633
H 1.092 -0.006 1.743
H 1.827 1.523 -0.106
H 1.808 0.185 -1.263
H 3.056 0.252 -0.023
*
```

No. 11
# C3H9NO

A 2-piece molecular cluster, C3H9NO overall (ωB97M-V/def2-TZVPD, the Open Molecules 2025 dataset).

Output
- gap between HOMO and LUMO (eV) = 10.43
- structure (SMILES) = C=O.CCN
- E_LUMO (eV) = 1.0
- ΔE to the lowest compared entry with this formula, charge and spin (kcal per mole) = 37.5

The geometry in ORCA input format:
```
! wB97M-V def2-TZVPD RIJCOSX def2/J DEFGRID3
* xyz 0 1
C -1.822 -1.621 -1.582
O -2.594 -0.978 -0.933
H -1.072 -2.338 -1.204
H -1.836 -1.534 -2.687
C 0.681 1.655 1.064
C 0.654 0.544 0.007
N 0.967 -0.816 0.482
H 1.487 1.488 1.772
H 0.816 2.622 0.574
H -0.279 1.679 1.561
H -0.351 0.454 -0.399
H 1.302 0.768 -0.843
H 1.799 -0.787 1.064
H 0.248 -1.138 1.124
*
```

No. 12
# C3H9NO

A 2-piece molecular cluster, C3H9NO overall at a distorted geometry (ωB97M-V/def2-TZVPD, the Open Molecules 2025 dataset).

Output
- gap between HOMO and LUMO (eV) = 10.42
- structure (SMILES) = C=CCN.O
- E_LUMO (eV) = 1.0
- ΔE to the lowest compared entry with this formula, charge and spin (kcal per mole) = 54.9

The geometry in ORCA input format:
```
! wB97M-V def2-TZVPD RIJCOSX def2/J DEFGRID3
* xyz 0 1
C 0.773 -1.794 0.302
C 0.493 -0.966 -0.708
C 0.598 0.503 -0.555
N -0.553 1.161 -1.251
H 0.984 -2.798 -0.016
H 0.867 -1.231 1.201
H 0.036 -1.412 -1.590
H 0.815 0.843 0.471
H 1.566 0.642 -1.092
H -0.474 1.202 -2.247
H -1.385 0.617 -0.948
O -1.028 0.785 1.972
H -0.607 -0.138 1.998
H -0.866 1.144 1.099
*
```

No. 13
# C3H9NO

C3H9NO in the gas phase at a distorted geometry (ωB97M-V/def2-TZVPD, the Open Molecules 2025 dataset).

Output
- gap between HOMO and LUMO (eV) = 10.38
- structure (SMILES) = CNCOC
- E_LUMO (eV) = 1.1
- ΔE to the lowest compared entry with this formula, charge and spin (kcal per mole) = 32.3

The geometry in ORCA input format:
```
! wB97M-V def2-TZVPD RIJCOSX def2/J DEFGRID3
* xyz 0 1
C -1.183 -1.022 1.371
N 0.205 -0.532 1.295
C 0.344 0.519 0.365
O 0.093 0.039 -0.988
C 0.617 0.911 -1.967
H -1.451 -1.583 0.474
H -1.320 -1.637 2.256
H -1.876 -0.181 1.413
H 0.773 -1.310 0.984
H -0.322 1.361 0.569
H 1.356 0.896 0.306
H 0.274 1.941 -1.816
H 0.300 0.509 -2.923
H 1.712 0.943 -1.903
*
```

No. 14
# C3H9NO

A 2-piece molecular cluster, C3H9NO overall at a distorted geometry (ωB97M-V/def2-TZVPD, the Open Molecules 2025 dataset).

Output
- gap between HOMO and LUMO (eV) = 10.13
- structure (SMILES) = C=CO.CN
- E_LUMO (eV) = 0.9
- ΔE to the lowest compared entry with this formula, charge and spin (kcal per mole) = 54.0

The geometry in ORCA input format:
```
! wB97M-V def2-TZVPD RIJCOSX def2/J DEFGRID3
* xyz 0 1
C 0.243 1.343 0.992
C 1.410 0.796 1.291
O 1.806 -0.532 1.309
H 0.260 2.418 0.886
H -0.761 0.977 0.891
H 2.325 1.322 1.578
H 1.604 -0.964 2.135
C -0.926 -1.074 -0.827
N -0.863 -0.462 -2.169
H -1.519 -0.522 -0.113
H 0.091 -1.206 -0.452
H -1.273 -2.113 -0.863
H -1.771 -0.498 -2.618
H -0.626 0.515 -2.039
*
```

No. 15
# C3H9NO

A 2-piece molecular cluster, C3H9NO overall at a distorted geometry (ωB97M-V/def2-TZVPD, the Open Molecules 2025 dataset).

Output
- gap between HOMO and LUMO (eV) = 8.48
- structure (SMILES) = C=C(C)N.O
- E_LUMO (eV) = 0.8
- ΔE to the lowest compared entry with this formula, charge and spin (kcal per mole) = 52.0

The geometry in ORCA input format:
```
! wB97M-V def2-TZVPD RIJCOSX def2/J DEFGRID3
* xyz 0 1
C -0.707 -1.207 -0.753
C -0.460 0.100 -0.613
C 0.603 0.738 -1.346
N -1.346 0.850 0.221
H -1.623 -1.594 -0.349
H -0.442 -2.080 -1.311
H 0.887 1.554 -0.865
H 0.259 0.952 -2.311
H 1.464 0.030 -1.367
H -1.450 1.822 0.148
H -2.120 0.385 0.645
O 1.203 -0.509 2.476
H 1.850 -1.246 2.760
H 1.881 0.204 2.665
*
```

No. 16
# C3H9NO

An isolated ion of composition C3H9NO and charge +1 at a distorted geometry (ωB97M-V/def2-TZVPD, the Open Molecules 2025 dataset).

Output
- gap between HOMO and LUMO (alpha / beta) (eV) = 12.32 / 6.94
- E_LUMO (alpha / beta) (eV) = -3.3 / -8.6
- expectation value of S² = 0.7543
- ΔE to the lowest compared entry with this formula, charge and spin (kcal per mole) = 39.5

The geometry in ORCA input format:
```
! wB97M-V def2-TZVPD RIJCOSX def2/J DEFGRID3
* xyz 1 2
C -0.689 -0.050 0.942
C 0.420 -0.269 -0.087
C 1.424 0.931 -0.231
O -0.263 -0.437 -1.280
N -1.776 -0.952 0.542
H -0.361 -0.336 1.947
H -1.071 1.019 0.981
H 1.164 -1.096 0.254
H 2.343 0.477 -0.658
H 1.002 1.607 -1.016
H 1.502 1.569 0.619
H 0.053 0.059 -2.128
H -1.653 -1.967 0.445
H -2.095 -0.555 -0.330
*
```